# 1
# C48H74As2F12N10O4

A structure of composition C48H74As2F12N10O4 (the ωB97M-V functional and the def2-TZVPD basis, the OMol25 dataset).

- Orbital gap (spin up / spin down): 0.2737 / 0.1344 hartree
- ⟨S²⟩: 0.772
- HOMO level (spin up / spin down): -26.769 / -26.769 eV

```
! wB97M-V def2-TZVPD RIJCOSX def2/J DEFGRID3
* xyz 9 2
C -4.54412 1.00267 -0.47203
C -4.50411 2.53286 -0.13659
O -3.86005 2.97005 0.79312
N -5.09757 3.49732 -1.23766
H -4.91082 2.97063 -2.07898
H -6.10245 3.57672 -1.17430
C -4.38513 4.86102 -1.43119
H -5.54798 0.71961 -0.78861
H -4.21325 0.41361 0.38332
H -3.83754 0.83918 -1.28574
H -4.53900 5.27362 -2.42828
H -3.31480 4.70148 -1.30068
H -4.78846 5.55767 -0.69627
C -1.43875 -1.35712 7.40997
C -1.68345 -0.21871 6.46975
O -2.79867 0.01829 6.08408
N -0.49444 0.64857 6.12774
H -0.68914 1.56547 6.50389
H 0.30772 0.34299 6.65996
C -0.16283 0.69122 4.69448
H -1.05223 -1.09204 8.39406
H -0.98068 -2.16797 6.84358
H -2.43568 -1.74424 7.62059
H 0.78063 1.23447 4.74801
H -0.82164 1.32210 4.09777
H -0.08763 -0.33465 4.33387
C -4.41354 0.73567 3.69770
C -4.34470 2.17437 4.10374
O -3.32527 2.86442 4.14704
N -5.72699 2.85906 4.23892
H -5.98787 3.22334 3.33374
H -6.41875 2.12934 4.33416
C -5.80844 3.86299 5.46381
H -5.29257 0.54465 3.08214
H -4.55032 0.08456 4.56109
H -3.59270 0.42888 3.04948
H -5.41710 3.39617 6.36771
H -6.87242 4.09957 5.47326
H -5.13063 4.69136 5.25770
C -4.85727 -4.06076 2.44193
C -5.64968 -2.77644 2.31965
O -5.12691 -1.66321 1.99343
N -7.16443 -2.82877 2.58992
H -7.40071 -3.80548 2.69148
H -7.52010 -2.22403 3.31648
C -7.81748 -2.33781 1.28430
H -4.95658 -4.74868 1.60229
H -5.14735 -4.63662 3.32076
H -3.81132 -3.77149 2.54394
H -7.50653 -1.29325 1.26641
H -8.88987 -2.48822 1.40856
H -7.42373 -2.83668 0.39876
C 1.89400 -4.35061 1.68686
N 3.23503 -3.94708 1.12411
C 3.27849 -3.09650 0.06326
C 4.53814 -2.81390 -0.41050
C 5.71470 -3.39737 0.16754
C 5.57525 -4.20994 1.36850
C 4.29512 -4.54539 1.71616
C 7.04323 -3.07846 -0.46199
C 7.97328 -4.12246 -0.60437
C 9.23645 -3.82999 -1.11120
N 9.54742 -2.61542 -1.52792
C 8.64913 -1.59549 -1.49538
C 7.38159 -1.84354 -0.97442
C 10.95170 -2.20379 -1.88419
H 1.97298 -5.36987 2.06499
H 1.13223 -4.19716 0.92249
H 1.64541 -3.66263 2.49493
H 2.32872 -2.65828 -0.20566
H 4.73383 -2.21361 -1.28672
H 6.48931 -4.48159 1.87554
H 3.92670 -5.22138 2.47360
H 7.63042 -5.12548 -0.39748
H 9.92357 -4.64767 -1.27141
H 8.89315 -0.66714 -1.99037
H 6.70881 -0.99878 -0.96307
H 10.99671 -1.14624 -2.14430
H 11.10767 -2.66117 -2.86121
H 11.76352 -2.45486 -1.20153
C -2.28004 5.92578 2.49608
N -1.39818 5.33971 1.54935
C -0.94230 6.17530 0.54894
C 0.06133 5.66311 -0.30858
C 0.34664 4.25297 -0.27844
C -0.26342 3.44357 0.72278
C -1.07264 4.01799 1.66186
C 1.19819 3.54061 -1.30973
C 2.05411 2.45796 -1.02616
C 2.76842 1.84607 -2.03022
N 2.88122 2.39629 -3.24652
C 2.22402 3.48559 -3.57929
C 1.29724 4.05327 -2.64542
C 3.85188 1.76757 -4.23621
H -1.87132 6.87910 2.83108
H -2.39919 5.29031 3.37363
H -3.26684 6.14074 2.08606
H -1.34117 7.17861 0.57491
H 0.44047 6.37296 -1.02884
H -0.09401 2.37698 0.71437
H -1.44661 3.55211 2.56159
H 2.06029 2.06058 -0.02194
H 3.39061 0.96667 -1.95312
H 2.13870 3.72405 -4.62918
H 0.73020 4.84905 -3.10540
H 4.50921 1.05144 -3.74307
H 4.50034 2.54144 -4.64698
H 3.20534 1.16158 -4.87092
C 2.62118 0.15011 -9.03568
N 1.88920 -0.37113 -7.85051
C 1.76669 -1.72131 -7.67282
C 1.07150 -2.27902 -6.57234
C 0.41732 -1.37975 -5.70952
C 0.54106 -0.00457 -5.91241
C 1.22261 0.45040 -7.04281
C -0.45951 -1.79526 -4.56797
C -0.00798 -2.78301 -3.65323
C -0.84869 -3.08131 -2.54990
N -2.06825 -2.54161 -2.45621
C -2.50350 -1.56780 -3.27393
C -1.63918 -1.16187 -4.33955
C -2.99139 -3.10293 -1.49317
H 2.39978 -0.47089 -9.90369
H 3.68657 0.03510 -8.83616
H 2.30294 1.18109 -9.19030
H 2.31569 -2.35776 -8.35100
H 1.03794 -3.34425 -6.39754
H 0.03757 0.65336 -5.21958
H 1.31037 1.46988 -7.38827
H 0.91731 -3.33311 -3.74056
H -0.60272 -3.75221 -1.74009
H -3.51155 -1.22372 -3.09549
H -1.87322 -0.34699 -5.00858
H -2.38382 -3.48624 -0.67340
H -3.56115 -3.93627 -1.90430
H -3.69169 -2.37072 -1.09124
As 4.20043 0.29886 2.13453
F 4.91385 1.82687 1.59840
F 4.97251 0.61921 3.78204
F 3.51423 -1.29537 2.67696
F 3.43266 0.06278 0.46505
F 5.64767 -0.58540 1.67996
F 2.71045 1.13866 2.69978
As -0.72777 -0.90453 0.77883
F 0.01050 -1.52195 2.34675
F -1.31882 0.53343 1.69082
F -1.61012 -0.38463 -0.67809
F -0.08316 -2.32075 -0.18285
F -2.19266 -1.93800 1.24150
F 0.64186 0.13898 0.38682
*
```



# 2
# C48H74CrN2O3P2SSi

A structure of composition C48H74CrN2O3P2SSi (the ωB97M-V functional and the def2-TZVPD basis, the OMol25 dataset).

- Orbital gap (spin up / spin down): 0.2896 / 0.2828 hartree
- ⟨S²⟩: 6.064
- HOMO level (spin up / spin down): -7.309 / -7.126 eV

```
! wB97M-V def2-TZVPD RIJCOSX def2/J DEFGRID3
* xyz 0 5
Cr -0.13739 -0.08409 -0.04749
C -2.56830 -3.20110 0.24923
Si -2.19829 -1.42036 -0.36312
C -3.58608 -0.32898 0.41332
C -4.93510 -0.53075 0.10641
C -5.94595 0.22204 0.68017
C -5.62938 1.20824 1.60293
C -4.30394 1.42430 1.93888
C -3.28022 0.67361 1.35169
P -1.52166 0.91201 1.81393
C -1.32957 0.05075 3.45051
C -2.07301 0.63931 4.66574
C -2.21585 -0.41176 5.76207
C -3.17788 -1.52036 5.31381
C -3.07867 -1.76288 3.80050
C -1.67454 -1.44737 3.29696
C -1.13534 2.70168 2.09150
C -1.92529 3.59323 3.08988
C -2.77316 4.64485 2.37784
C -1.89350 5.61131 1.58239
C -0.73441 4.87107 0.89428
C -1.04690 3.39039 0.72204
C -2.56851 -1.52803 -2.24263
C -3.71227 -2.16250 -2.74183
C -3.99406 -2.20902 -4.09563
C -3.12328 -1.61570 -5.00104
C -1.96577 -1.01648 -4.54041
C -1.67111 -0.98461 -3.17329
P -0.12011 -0.27305 -2.51476
C 0.04593 1.40784 -3.23792
C -1.16669 2.26515 -2.84030
C -1.24206 3.55350 -3.67309
C 0.15779 4.02320 -4.05177
C 0.83152 3.00399 -4.98770
C 0.32544 1.57412 -4.73100
C 1.36019 -1.16341 -3.23755
C 2.05256 -2.04021 -2.18996
C 1.28031 -3.32985 -1.93322
C 1.12865 -4.13004 -3.22239
C 0.43617 -3.29575 -4.29291
C 1.15033 -1.96649 -4.53038
H -3.55035 -3.26985 0.72510
H -1.83121 -3.56492 0.96814
H -2.56110 -3.89355 -0.59625
H -5.21087 -1.29506 -0.60972
H -6.97925 0.04164 0.40945
H -6.40901 1.80534 2.05921
H -4.06949 2.18837 2.66453
H -0.25418 0.14997 3.64736
H -3.07257 0.97766 4.37829
H -1.53610 1.51196 5.03713
H -2.56676 0.04406 6.68956
H -1.22745 -0.82735 5.98286
H -4.20268 -1.24137 5.57058
H -2.96299 -2.44190 5.86051
H -3.79718 -1.13872 3.26528
H -3.33570 -2.79625 3.55849
H -1.56701 -1.76134 2.25483
H -0.95811 -2.04192 3.87622
H -0.10150 2.61944 2.45139
H -1.20382 4.11416 3.72783
H -2.53945 3.00903 3.76680
H -3.37762 5.19165 3.10560
H -3.47951 4.15231 1.70453
H -1.49582 6.37911 2.25098
H -2.50576 6.13360 0.84325
H 0.18325 4.95291 1.48247
H -0.50710 5.32120 -0.07395
H -0.26374 2.91748 0.13422
H -1.98518 3.26136 0.16775
H -4.39947 -2.64470 -2.05553
H -4.89113 -2.70294 -4.44876
H -3.34050 -1.63509 -6.06166
H -1.28343 -0.58432 -5.25604
H 0.92405 1.78053 -2.69419
H -1.08688 2.50680 -1.78329
H -2.09154 1.69098 -2.96228
H -1.77765 4.32390 -3.11446
H -1.82142 3.37833 -4.58495
H 0.74887 4.14341 -3.13908
H 0.12454 5.00503 -4.52696
H 1.91491 3.03611 -4.84688
H 0.64637 3.27071 -6.03117
H 1.05728 0.84841 -5.09539
H -0.59736 1.40290 -5.28951
H 2.03849 -0.32935 -3.45127
H 2.21607 -1.46070 -1.27481
H 3.05290 -2.29368 -2.56503
H 0.28794 -3.08946 -1.52566
H 1.78722 -3.93885 -1.17875
H 0.57123 -5.05232 -3.04535
H 2.12444 -4.42584 -3.57297
H -0.59695 -3.11300 -3.98767
H 0.38750 -3.85114 -5.23318
H 0.61201 -1.38658 -5.27853
H 2.13960 -2.16837 -4.95847
C 2.07490 -3.73487 2.92969
C 2.96764 -2.59449 2.43163
C 4.29723 -3.14826 1.92821
C 3.21351 -1.58180 3.54657
N 2.37976 -1.90000 1.26784
N 1.20242 -1.14601 1.53757
H 2.50671 -4.21324 3.81078
H 1.95565 -4.49709 2.15548
H 1.08090 -3.37969 3.21435
H 4.81015 -3.70077 2.71800
H 4.93620 -2.33206 1.58924
H 4.13981 -3.83110 1.08905
H 3.87555 -2.01143 4.29962
H 2.28857 -1.29059 4.04932
H 3.67592 -0.68092 3.14254
H 2.13204 -2.58897 0.57199
H 1.51045 -0.27004 1.95785
H 0.60520 -1.62396 2.20938
C 7.80512 -0.58556 -0.45908
C 6.47476 0.06378 -0.19897
C 6.11525 0.48595 1.07503
C 4.88002 1.07684 1.31103
C 3.99134 1.24656 0.26486
C 4.33807 0.84586 -1.01625
C 5.56879 0.25843 -1.24149
S 2.39558 1.96034 0.56589
O 2.42260 3.33715 0.15097
O 2.09834 1.73204 1.97674
O 1.50805 1.14400 -0.31385
H 8.38459 -0.67520 0.45903
H 8.39201 -0.00487 -1.17276
H 7.67933 -1.58572 -0.87762
H 6.80627 0.34859 1.89859
H 4.59899 1.40115 2.30434
H 3.63521 0.97985 -1.82856
H 5.83357 -0.06147 -2.24336
*
```



# 3
# C48H78F18O24

A cluster of 12 separate species, C48H78F18O24 in total (the ωB97M-V functional and the def2-TZVPD basis, the OMol25 dataset).

- Orbital gap: 0.3860 hartree
- HOMO level: -10.117 eV

```
! wB97M-V def2-TZVPD RIJCOSX def2/J DEFGRID3
* xyz 0 1
C 23.99889 13.39472 13.35114
C 24.48405 11.99623 13.25134
O 23.24493 11.18325 13.26808
C 23.42122 9.85842 13.17089
O 24.41950 9.29783 12.98338
C 21.98859 9.25760 13.39908
F 21.92576 7.99865 12.88980
F 21.74184 9.14712 14.68527
F 21.10637 9.98130 12.77167
H 23.08080 13.59428 12.76415
H 24.78629 14.03540 13.04834
H 23.79543 13.77031 14.33438
H 25.13086 11.74826 14.09402
H 24.99265 11.87357 12.32372
C 18.35703 22.18446 14.76101
C 18.93983 22.15780 16.10694
O 17.96988 21.58643 17.04584
C 17.01871 22.31725 17.62300
O 16.64769 23.38854 17.34072
C 16.29838 21.43444 18.64089
F 17.07206 20.49945 19.15036
F 15.85368 22.18012 19.68419
F 15.28539 20.74462 18.07825
H 17.45638 22.78378 14.78151
H 18.07932 21.16299 14.46019
H 19.06980 22.64893 14.05656
H 19.15130 23.19872 16.43978
H 19.81441 21.45690 16.12883
C 15.36107 18.88286 15.33986
C 15.38280 17.31141 15.31572
O 16.70636 17.04211 14.80367
C 16.92321 17.06826 13.55537
O 16.03071 17.07484 12.71360
C 18.37355 17.29034 13.20723
F 18.55979 18.60302 13.04569
F 19.26378 16.91652 14.08000
F 18.61146 16.73459 12.01567
H 14.50672 19.32499 15.86293
H 15.39856 19.17163 14.28145
H 16.26528 19.15927 15.82839
H 14.65160 16.82619 14.70351
H 15.41110 16.76077 16.28903
C 10.75177 18.48296 15.48202
C 11.80601 17.47048 15.92643
O 11.07250 16.42230 16.55917
C 11.84686 15.44561 17.02013
O 13.00164 15.31802 16.81640
C 10.99074 14.41747 17.75838
F 10.18331 15.01619 18.61074
F 10.28015 13.78243 16.91381
F 11.79161 13.53199 18.46424
H 10.17974 18.86601 16.33519
H 10.01766 18.00258 14.82410
H 11.20044 19.32110 14.92423
H 12.57985 17.80306 16.61085
H 12.35606 16.93696 15.12736
C 23.84647 15.91584 20.65646
C 23.60541 16.76431 21.90217
O 24.77105 17.51020 22.22552
C 25.74693 16.91501 22.87747
O 25.81455 15.77638 23.23847
C 26.97598 17.84399 23.03799
F 27.17360 18.47793 21.85721
F 26.90836 18.75056 24.02491
F 28.07149 17.11540 23.24866
H 22.89912 15.39450 20.44947
H 24.61732 15.11886 20.71129
H 24.14292 16.55272 19.77227
H 23.47254 15.96674 22.65946
H 22.69973 17.39735 21.75404
C 15.85637 14.47666 17.79152
C 17.18566 14.51541 17.03765
O 17.87253 15.69621 17.56088
C 19.18391 15.61192 17.60110
O 19.91679 14.74431 17.23294
C 19.68708 16.96636 18.21143
F 20.83344 16.82064 18.93171
F 19.99866 17.83749 17.19765
F 18.79197 17.37699 19.04542
H 15.37851 13.59017 17.48655
H 15.30906 15.39096 17.60682
H 16.01183 14.47958 18.88955
H 17.28098 14.53265 15.95455
H 17.80097 13.68802 17.44627
C 14.08683 12.15096 15.38735
C 14.13407 13.44116 14.71475
O 12.79830 13.72035 14.21575
C 12.49008 13.29935 12.93762
C 11.11734 13.91109 12.56783
O 13.20106 12.51104 12.32302
H 15.06212 11.83382 15.84114
H 13.77137 11.36662 14.78742
H 13.41164 12.15061 16.24295
H 14.29852 14.25586 15.43734
H 14.86739 13.39236 13.90709
H 10.41092 13.53293 13.32175
H 10.72494 13.48914 11.62410
H 11.25011 15.02577 12.64077
C 13.43564 10.49869 22.50888
C 14.81431 10.64804 23.08540
O 14.82447 11.91633 23.85870
C 15.09129 13.11226 23.26794
C 15.04303 14.25912 24.24129
O 15.39667 13.24397 22.11895
H 13.22701 11.15278 21.72363
H 12.60609 10.65487 23.19219
H 13.29384 9.50381 22.04318
H 15.13963 9.88261 23.83899
H 15.57898 10.81545 22.35408
H 14.84835 13.95784 25.29142
H 14.19816 14.92156 23.95234
H 15.99743 14.92230 24.06376
C 23.29718 16.80767 13.70181
C 22.45596 17.94267 13.98664
O 23.29406 19.01692 14.48842
C 22.69542 20.13653 14.91704
C 23.70573 21.26599 15.12428
O 21.53993 20.29920 15.25700
H 24.02165 17.03323 12.90787
H 22.69332 16.06976 13.18081
H 23.91109 16.47617 14.55401
H 22.00423 18.39100 13.11492
H 21.56616 17.78849 14.72939
H 23.13198 22.17000 14.86146
H 24.67893 21.27061 14.66019
H 23.82134 21.34466 16.26752
C 19.44911 11.74440 19.68250
C 20.03537 12.98314 20.37520
O 19.03031 13.99812 20.36750
C 18.95036 14.91676 21.33624
C 17.62706 15.64099 21.45021
O 19.89387 15.15678 22.01920
H 19.12529 11.01613 20.43927
H 20.18023 11.16899 19.10775
H 18.67398 12.06590 19.04366
H 20.39079 12.83158 21.37587
H 20.88114 13.45182 19.78338
H 16.85622 14.86412 21.39768
H 17.43686 16.45678 20.70792
H 17.69472 16.11220 22.40182
C 17.17261 12.40939 10.97432
C 18.15080 13.49562 11.35030
O 19.19421 13.02282 12.26167
C 19.15954 13.50445 13.50793
C 20.23488 13.01968 14.33080
O 18.26253 14.24253 13.92770
H 16.36610 12.75012 10.35952
H 16.75567 12.05081 11.90789
H 17.63289 11.58164 10.45115
H 18.67084 13.93183 10.51368
H 17.65310 14.32727 11.86927
H 19.88994 13.06995 15.35033
H 21.15365 13.62542 14.25206
H 20.50356 12.03144 14.03484
C 17.65653 8.99892 13.37678
C 17.23249 10.20774 14.24814
O 17.18278 9.66876 15.56381
C 17.51984 10.31416 16.61797
C 17.47555 9.44030 17.81374
O 17.88686 11.47884 16.59218
H 17.74044 9.16071 12.25957
H 16.90585 8.19311 13.51605
H 18.65188 8.61562 13.68322
H 17.83680 11.11405 14.31057
H 16.18567 10.61285 13.98664
H 17.51132 10.09236 18.62443
H 18.39060 8.90504 17.84483
H 16.52658 8.88597 17.86374
*
```